*A*
{"formula": "C4H7IO2", "method": "ωB97M-V with the def2-TZVPD basis set", "homo_energy_ev": -8.366, "orbital_gap_ev": 8.136, "charge": 0, "symbols": ["I", "O", "O", "C", "C", "C", "C", "H", "H", "H", "H", "H", "H", "H"], "positions_angstrom": [[3.74, -0.44, 0.08], [1.57, 2.73, -0.69], [3.40, 1.15, 0.96], [-0.46, -0.02, -1.11], [0.10, 0.15, 1.33], [0.34, 0.72, -0.04], [0.94, 1.82, -0.31], [0.86, 0.41, 2.06], [0.02, -0.58, -1.87], [-1.00, -0.74, -0.52], [-0.89, 0.39, 1.85], [-1.24, 0.74, -1.44], [2.25, -1.17, 0.34], [0.28, -1.04, 1.26]]}

***

*B*
{"formula": "C4H7IO2", "method": "ωB97M-V with the def2-TZVPD basis set", "homo_energy_ev": -8.576, "orbital_gap_ev": 8.664, "charge": 0, "symbols": ["I", "O", "O", "C", "C", "C", "C", "H", "H", "H", "H", "H", "H", "H"], "positions_angstrom": [[-1.61, 0.83, 3.26], [0.14, 0.43, 2.91], [-1.65, 1.59, 0.02], [-0.15, -1.14, -1.68], [1.42, 0.08, 0.00], [-0.84, 0.81, -0.35], [0.08, -0.03, -0.69], [1.82, 1.09, -0.07], [-0.99, -0.93, -2.33], [1.32, -0.17, 1.05], [-2.08, 1.40, 1.82], [-0.33, -2.08, -1.16], [0.74, -1.26, -2.30], [2.11, -0.61, -0.48]]}

***

The winner here is *B*, beating the second structure by 0.0267 hartree.

***

*A*
{"formula": "C45H95N5O5", "method": "ωB97M-V with the def2-TZVPD basis set", "homo_energy_ev": -7.865, "smiles": "CC1(C)CCCC(C)(C)N1O.CC1(C)CCCC(C)(C)N1O.CC1(C)CCCC(C)(C)N1O.CC1(C)CCCC(C)(C)N1O.CC1(C)CCCC(C)(C)N1O", "orbital_gap_ev": 8.348, "charge": 0, "symbols": ["O", "O", "O", "O", "O", "N", "N", "N", "N", "N", "C", "C", "C", "C", "C", "C", "C", "C", "C", "C", "C", "C", "C", "C", "C", "C", "C", "C", "C", "C", "C", "C", "C", "C", "C", "C", "C", "C", "C", "C", "C", "C", "C", "C", "C", "C", "C", "C", "C", "C", "C", "C", "C", "C", "C", "H", "H", "H", "H", "H", "H", "H", "H", "H", "H", "H", "H", "H", "H", "H", "H", "H", "H", "H", "H", "H", "H", "H", "H", "H", "H", "H", "H", "H", "H", "H", "H", "H", "H", "H", "H", "H", "H", "H", "H", "H", "H", "H", "H", "H", "H", "H", "H", "H", "H", "H", "H", "H", "H", "H", "H", "H", "H", "H", "H", "H", "H", "H", "H", "H", "H", "H", "H", "H", "H", "H", "H", "H", "H", "H", "H", "H", "H", "H", "H", "H", "H", "H", "H", "H", "H", "H", "H", "H", "H", "H", "H", "H", "H", "H"], "positions_angstrom": [[4.19, 4.68, 3.29], [-2.64, -4.53, -3.94], [-5.07, -1.57, 1.38], [1.57, -2.79, 1.40], [2.69, 3.95, -5.51], [-2.51, -3.30, -3.28], [-4.54, -2.89, 1.42], [1.98, 3.29, -4.48], [2.33, -1.62, 1.24], [2.83, 4.39, 3.47], [2.73, 5.04, 5.89], [-0.01, -3.15, -2.93], [3.22, 2.68, 5.11], [-3.45, -4.64, 2.72], [1.94, 5.23, 2.68], [-6.97, -3.69, 1.27], [1.78, -0.48, 1.93], [-2.05, -0.75, -2.14], [3.65, -2.37, -0.67], [3.70, -1.83, 0.77], [-3.15, -2.15, -3.95], [2.39, 5.24, 1.20], [-2.71, -2.23, 2.81], [2.95, 4.79, -2.82], [-4.54, -2.61, -4.39], [-4.52, -5.62, 2.32], [-5.43, -3.54, -0.71], [0.51, 4.75, 2.71], [1.29, 1.38, -2.45], [1.39, 2.06, -4.98], [-3.90, -3.20, 2.70], [-0.02, 4.56, 4.14], [2.03, 6.74, 3.12], [-1.42, -3.22, -2.33], [2.45, 3.98, 4.82], [-2.33, -1.61, -5.13], [-5.04, -5.25, 0.94], [2.42, 1.02, -5.51], [4.05, 0.68, 1.56], [4.50, -0.50, 0.69], [-1.40, -4.49, -1.45], [0.31, -0.17, 1.63], [2.77, 3.33, -3.24], [1.88, 2.75, -2.12], [-1.62, -2.02, -1.39], [0.62, 1.37, -3.83], [1.93, -0.59, 3.46], [4.09, 2.57, -3.35], [-4.81, -2.93, 3.92], [4.42, -2.80, 1.68], [0.97, 3.57, 4.83], [-5.51, -3.79, 0.81], [0.44, 2.33, -6.12], [-3.31, -1.00, -2.92], [2.53, 0.77, 1.46], [0.56, 3.72, 2.31], [-6.13, -4.22, -1.22], [4.38, -2.57, 2.75], [0.27, -0.05, 0.55], [-2.36, -4.81, -1.02], [0.51, 0.33, -4.13], [5.47, -2.95, 1.38], [-3.59, -0.10, -3.49], [-3.47, -4.89, -3.60], [-2.08, -0.06, -1.29], [4.13, -3.86, 1.61], [-0.89, -4.25, -0.51], [-5.75, -2.55, -1.08], [2.36, 0.84, 0.38], [4.63, -2.23, -1.15], [3.21, 4.96, -1.77], [-0.64, -1.71, -1.01], [-7.59, -4.34, 0.67], [0.13, -3.97, -3.63], [-3.01, -4.85, 3.70], [4.13, 1.64, -2.76], [4.26, 2.65, 4.79], [-2.12, -2.33, 3.72], [1.35, -1.45, 3.83], [-5.62, -3.66, 3.97], [-0.38, -0.92, 2.02], [1.78, 5.91, 0.58], [-0.38, 1.81, -3.82], [-5.90, -5.90, 0.78], [1.78, -3.12, 2.29], [-2.98, -1.17, 2.75], [-0.95, -5.30, -2.02], [2.95, -0.74, 3.82], [-7.09, -3.86, 2.34], [4.56, -0.14, -0.34], [3.01, 1.56, -6.26], [2.16, 0.72, -2.49], [-5.20, -1.83, -4.77], [0.72, 2.61, 4.38], [3.67, 5.27, -3.48], [2.00, 5.33, -2.94], [-5.27, -5.67, 3.11], [-4.55, -3.33, -5.21], [4.34, 2.21, -4.35], [1.40, 7.27, 2.40], [-2.28, -2.18, -0.53], [-5.37, -1.98, 3.91], [0.05, -2.28, -3.59], [3.10, 6.96, 3.04], [0.74, -3.12, -2.15], [0.59, 1.01, -1.69], [5.51, -0.71, 1.06], [2.27, 4.25, 0.75], [4.29, 0.58, 2.63], [3.58, 5.64, 5.59], [2.53, 2.72, -1.24], [-4.14, -6.64, 2.30], [-4.21, -5.48, 0.26], [-1.04, 4.18, 4.10], [4.93, 3.14, -2.94], [-5.01, -3.12, -3.54], [0.61, 3.63, 5.86], [-2.96, -1.25, -5.95], [-7.29, -2.64, 1.21], [1.93, 0.21, -6.05], [-4.37, -1.12, 0.89], [3.04, 0.50, -4.78], [2.77, 1.82, 4.62], [4.44, 4.19, 2.49], [-4.27, -2.96, 4.87], [-4.48, -3.66, -1.24], [-4.16, -1.20, -2.26], [1.89, 5.70, 6.09], [-0.04, 0.75, 2.12], [4.54, 1.65, 1.41], [3.56, -3.46, -0.66], [-1.22, -0.45, -2.78], [-2.57, -4.65, 2.07], [-2.04, -2.34, 1.94], [-1.62, -0.82, -4.90], [3.22, 2.50, 6.19], [-0.33, 1.56, -6.23], [1.10, 3.43, -1.76], [-0.01, 5.50, 4.70], [0.95, 2.44, -7.08], [3.41, 5.60, 1.16], [2.22, 1.64, 2.03], [-0.19, 3.20, -5.93], [2.20, 4.76, -5.70], [-1.86, -2.50, -5.57], [1.67, 7.03, 4.11], [2.88, 4.56, 6.86], [2.88, -1.91, -1.28], [-0.21, 5.27, 2.07], [1.39, 0.22, 3.96]]}

***

*B*
{"formula": "C45H95N5O5", "method": "ωB97M-V with the def2-TZVPD basis set", "homo_energy_ev": -7.684, "smiles": "CC1(C)CCCC(C)(C)N1O.CC1(C)CCCC(C)(C)N1O.CC1(C)CCCC(C)(C)N1O.CC1(C)CCCC(C)(C)N1O.CC1(C)CCCC(C)(C)N1O", "orbital_gap_ev": 8.210, "charge": 0, "symbols": ["O", "O", "O", "O", "O", "N", "N", "N", "N", "N", "C", "C", "C", "C", "C", "C", "C", "C", "C", "C", "C", "C", "C", "C", "C", "C", "C", "C", "C", "C", "C", "C", "C", "C", "C", "C", "C", "C", "C", "C", "C", "C", "C", "C", "C", "C", "C", "C", "C", "C", "C", "C", "C", "C", "C", "H", "H", "H", "H", "H", "H", "H", "H", "H", "H", "H", "H", "H", "H", "H", "H", "H", "H", "H", "H", "H", "H", "H", "H", "H", "H", "H", "H", "H", "H", "H", "H", "H", "H", "H", "H", "H", "H", "H", "H", "H", "H", "H", "H", "H", "H", "H", "H", "H", "H", "H", "H", "H", "H", "H", "H", "H", "H", "H", "H", "H", "H", "H", "H", "H", "H", "H", "H", "H", "H", "H", "H", "H", "H", "H", "H", "H", "H", "H", "H", "H", "H", "H", "H", "H", "H", "H", "H", "H", "H", "H", "H", "H", "H", "H"], "positions_angstrom": [[2.53, 6.53, 3.11], [3.83, -5.97, -6.16], [-2.52, -5.79, -0.66], [-1.95, 3.86, 6.27], [-1.35, 1.59, -1.66], [-3.83, -6.08, -1.12], [-1.60, 2.75, 5.47], [2.45, 7.70, 2.33], [3.20, -5.80, -4.89], [-0.33, 1.09, -0.82], [-5.60, -5.61, -2.70], [1.91, 1.51, 0.21], [1.13, 9.48, 1.29], [-6.65, -5.98, -1.63], [-4.72, -6.64, -0.10], [-0.57, 0.83, 3.61], [-0.16, 2.43, 5.59], [0.15, 3.28, 0.07], [3.24, 7.50, 1.07], [4.71, 7.23, 1.41], [-4.05, -7.96, 0.34], [4.17, -5.89, -3.80], [1.33, 2.54, -2.01], [-3.30, -5.19, -3.34], [-0.02, -0.29, -1.12], [1.54, -4.59, -3.64], [0.97, -0.78, -0.06], [3.19, 8.78, 0.21], [2.47, -4.36, -2.44], [0.22, 2.28, 7.07], [2.86, -3.36, -5.40], [1.15, -5.14, -6.00], [0.76, 2.06, -0.65], [-1.27, -1.19, -1.15], [-2.09, 1.06, 3.74], [-3.87, 2.29, 4.92], [0.15, 7.08, 1.66], [0.57, -0.55, -2.53], [-4.88, -5.70, 1.11], [2.26, 0.03, -0.03], [-4.34, -3.68, -1.67], [5.45, -5.04, -3.99], [3.50, -5.52, -2.44], [1.78, 9.29, -0.05], [1.05, 8.22, 2.17], [-2.45, 2.42, 4.33], [0.56, 8.66, 3.52], [0.73, 3.50, 4.94], [-2.37, 3.55, 3.29], [-4.25, -5.13, -2.12], [2.21, -4.70, -5.01], [0.15, 1.07, 4.93], [4.54, -7.37, -3.67], [2.70, 6.31, 0.21], [-6.07, -7.04, -0.69], [-0.05, -0.03, -3.26], [-0.13, 3.02, 1.09], [-1.87, -0.92, -2.02], [1.81, 1.80, 1.26], [1.93, 6.71, -0.43], [5.15, -7.69, -4.52], [-0.72, 3.74, -0.41], [-5.31, -6.34, 1.89], [-0.51, 1.65, 7.59], [-0.52, -0.22, 3.33], [-2.33, -4.74, -3.10], [3.88, 9.49, 0.67], [-0.16, 1.47, 2.83], [-3.93, -5.40, 1.55], [2.78, 0.06, -1.00], [2.10, 1.84, -2.31], [-5.94, -4.91, -3.46], [1.05, 9.57, 3.89], [3.62, 8.43, -0.74], [-3.77, -8.56, -0.52], [-4.45, -3.06, -2.56], [-6.85, -7.09, 0.08], [5.80, -4.93, -5.01], [-3.83, 1.75, 5.87], [4.96, 7.91, 2.23], [4.33, -5.28, -1.77], [3.13, 6.77, 3.82], [0.59, 4.51, 5.33], [0.10, 9.84, 1.18], [3.09, -6.45, -2.04], [-5.55, -6.54, -3.27], [-2.97, 3.26, 2.41], [6.30, -5.50, -3.47], [1.34, 8.51, -0.68], [-4.76, -8.63, 0.83], [0.48, 6.08, 1.97], [3.75, -3.40, -6.02], [-7.48, -6.43, -2.18], [-0.05, 6.98, 0.59], [3.56, 6.01, -0.39], [0.44, 3.61, 3.89], [1.23, 1.87, 7.08], [0.22, 3.26, 7.56], [-2.13, 1.69, -1.10], [-6.11, -8.04, -1.13], [2.44, 5.38, 0.70], [3.14, -3.51, -2.53], [-5.23, -3.54, -1.05], [0.03, 0.21, 5.60], [3.61, -7.93, -3.75], [-1.88, 3.50, 7.16], [4.45, -5.23, -6.23], [0.27, -4.50, -5.98], [-3.05, -6.23, -3.53], [-2.42, 0.27, 4.42], [-3.21, -7.82, 1.03], [1.03, -5.53, -3.40], [-4.21, 3.30, 5.16], [0.79, -3.80, -3.69], [2.87, -0.45, 0.73], [5.05, -7.65, -2.75], [1.57, -0.12, -2.61], [1.78, 3.21, 4.97], [-7.06, -5.09, -1.15], [-2.96, 4.38, 3.70], [1.85, 10.24, -0.59], [5.31, -4.07, -3.52], [0.52, -0.60, 0.93], [1.60, -5.14, -7.00], [-1.42, 3.97, 2.99], [1.64, 3.59, -1.98], [1.22, 1.06, 4.71], [3.23, -2.79, -4.54], [0.78, -6.17, -5.92], [1.95, -4.38, -1.48], [-0.52, 8.83, 3.49], [-1.06, -2.23, -1.44], [-2.65, 0.95, 2.82], [-3.71, -4.81, -4.27], [0.90, 4.07, 0.12], [-1.80, -1.17, -0.20], [0.79, -1.57, -2.83], [-2.12, -6.66, -0.63], [-5.59, -4.88, 1.10], [-0.87, 7.08, 2.05], [-3.40, -3.37, -1.22], [5.38, 7.41, 0.58], [4.88, 6.20, 1.72], [1.25, -1.81, -0.26], [2.83, 2.08, 0.01], [-4.60, 1.87, 4.23], [0.77, 7.98, 4.35], [1.68, 10.25, 1.83], [2.16, -2.67, -5.87], [0.57, 2.59, -2.78]]}

***

The winner here is *A*, beating the second structure by 0.0082 hartree.